Molecular formula: C2H2Cl2N
Method: DFT, wB97M-V/def2-TZVPD

Geometry as XYZ:
```
7
Properties=species:S:1:pos:R:3:forces:R:3
Cl -2.7615 -0.8424 -0.0562 0.430 0.456 -0.127
Cl 3.0698 -1.1921 -0.1056 -0.099 0.256 0.203
H 3.2760 -0.3171 0.8207 0.042 -0.238 -0.211
N -0.5170 0.4221 0.1852 -1.922 -0.415 -0.985
C 0.5259 0.5125 0.7312 1.720 0.261 0.989
C -1.6768 0.3339 -0.4087 -0.055 -0.193 0.096
H -1.9163 1.0832 -1.1665 -0.116 -0.127 0.035
```
Forces are in eV/Å.

Output
LUMO energy (alpha / beta) in eV: -8.660 / -8.661
Orbital gap (alpha / beta) in eV: 6.210 / 6.210
HOMO energy (alpha / beta) in eV: -14.87 / -14.87
Total charge: +1
E in eV: -28629.9327

Löwdin population analysis, charges in e, atoms 1 to 2:
1. Cl 1.00
2. Cl 0.29